Entry P
Formula: C5H8NP
Source: the OMol25 dataset
Level of theory: ωB97M-V with the def2-TZVPD basis set

Values from the calculation:
HOMO-LUMO gap ... 9.216 eV
Structure (SMILES) ... Cc1cccn1P
HOMO ... -8.2 eV
E_LUMO ... 0.03789 Eh

Last column: Mulliken charge in e.
CARTESIAN COORDINATES (ANGSTROEM)
1 C 1.4933 0.6066 -1.5907  -0.399
2 C 1.4738 0.9826 -0.2643  -0.626
3 C 0.4543 -0.2452 -1.8093  -0.228
4 C 0.5319 0.2776 0.3755  0.255
5 C 0.0889 0.2228 1.8590  -0.922
6 N -0.1601 -0.5258 -0.5692  0.076
7 P -1.3899 -1.7080 -0.2235  -0.095
8 H 2.0557 0.9795 -2.4946  0.301
9 H 2.2436 1.5635 0.1700  0.420
10 H 0.2001 -0.8210 -2.6791  0.340
11 H 0.9897 -0.0367 2.3552  0.294
12 H -0.1896 1.2205 2.2451  0.250
13 H -0.6995 -0.6233 2.0209  0.243
14 H -0.8137 -2.9937 0.0343  0.053
15 H -1.6111 -1.8976 -1.6096  0.036

=====

Entry Q
Formula: C5H8NP
Source: the OMol25 dataset
Level of theory: ωB97M-V with the def2-TZVPD basis set

Values from the calculation:
HOMO-LUMO gap ... 8.883 eV
Structure (SMILES) ... CC1=P(C)=CN=C1
HOMO ... -8.6 eV
E_LUMO ... 0.00960 Eh

Last column: Mulliken charge in e.
CARTESIAN COORDINATES (ANGSTROEM)
1 C -1.2109 -1.6135 -0.1079  -0.503
2 C -2.3993 0.2358 0.0910  -0.056
3 C -0.1879 -0.9010 0.4096  0.552
4 C 1.2132 -1.3329 0.7342  -1.030
5 C -0.0474 2.0550 -0.2499  -0.951
6 N -2.4258 -0.9841 -0.2966  -0.502
7 P -0.8279 0.7475 0.8325  -0.054
8 H -1.1148 -2.6408 -0.4980  0.369
9 H -3.2707 0.9560 -0.1662  0.334
10 H 1.3692 -1.7621 -0.2654  0.286
11 H 1.3553 -2.2459 1.3811  0.271
12 H 1.9406 -0.6148 1.0231  0.324
13 H -0.5373 2.9978 0.0811  0.277
14 H -0.1773 1.8644 -1.3490  0.313
15 H 0.9806 2.2798 -0.2022  0.370

=====

Entry R
Formula: C5H8NP
Source: the OMol25 dataset
Level of theory: ωB97M-V with the def2-TZVPD basis set

Values from the calculation:
HOMO-LUMO gap ... 8.200 eV
Structure (SMILES) ... CC/P=C(\C)C#N
HOMO ... -9.2 eV
E_LUMO ... -0.03597 Eh

Last column: Mulliken charge in e.
CARTESIAN COORDINATES (ANGSTROEM)
1 C -2.9462 0.1070 0.0963  0.166
2 C -1.6213 -0.2082 -0.0959  0.371
3 C -1.1347 -1.6855 0.0295  -0.882
4 C 2.2407 1.3421 -0.0666  -1.335
5 C 1.0747 0.4059 -0.0105  -0.449
6 N -4.0675 0.3642 0.1462  -0.464
7 P -0.6093 1.2558 0.0304  0.038
8 H -1.8474 -2.3276 -0.6114  0.307
9 H -0.0431 -1.6787 -0.3756  0.219
10 H -1.0807 -2.0736 1.0194  0.281
11 H 2.0695 2.2119 -0.7213  0.350
12 H 2.3758 1.6942 0.9431  0.352
13 H 3.2668 0.8988 -0.2210  0.319
14 H 1.3377 -0.1518 0.7983  0.416
15 H 0.9852 -0.1545 -0.9611  0.311

=====

Entry S
Formula: C5H8NP
Source: the OMol25 dataset
Level of theory: ωB97M-V with the def2-TZVPD basis set

Values from the calculation:
HOMO-LUMO gap (spin up / spin down) ... 6.923 / 6.423 eV
HOMO (spin up / spin down) ... -7.3 / -7.6 eV
E_LUMO (spin up / spin down) ... -0.01558 / -0.04152 Eh

Last column: Mulliken charge in e.
CARTESIAN COORDINATES (ANGSTROEM)
1 C -2.5666 0.9376 0.9672  -0.331
2 C -3.7045 0.5480 0.2808  -0.161
3 C -0.1132 0.3125 0.9588  -0.281
4 C 1.9684 -0.2710 -0.4712  -1.136
5 C 0.6189 -0.6742 0.1247  -0.222
6 N -1.3628 0.3295 0.6750  -0.223
7 P -3.4935 -0.5231 -1.0322  -0.048
8 H -2.5746 1.7950 1.7138  0.301
9 H -4.7780 0.9327 0.4194  0.307
10 H 2.6037 -0.0489 0.4281  0.287
11 H 1.7100 0.4994 -1.1995  0.328
12 H 2.5241 -1.0393 -1.0352  0.296
13 H 0.8872 -1.4769 0.7232  0.276
14 H -0.0842 -0.9530 -0.7356  0.170
15 H 0.5045 0.8807 1.6225  0.437

=====

Energies, relative to the best one, in hartree: entry P 0.0000; entry Q 0.0193; entry R 0.0386; entry S 0.1225.

=====

Entry P
Formula: CH5NS
Source: the OMol25 dataset
Level of theory: ωB97M-V with the def2-TZVPD basis set

Values from the calculation:
HOMO-LUMO gap (spin up / spin down) ... 8.426 / 8.526 eV
HOMO (spin up / spin down) ... -8.7 / -8.4 eV
E_LUMO (spin up / spin down) ... -0.01002 / 0.00294 Eh

Last column: Mulliken charge in e.
CARTESIAN COORDINATES (ANGSTROEM)
1 C 1.2583 0.3823 0.7251  -0.983
2 N -0.8492 0.1748 -0.9897  -0.447
3 S -1.6723 -1.0133 -0.2716  0.004
4 H 1.5783 1.1373 1.4262  0.298
5 H 0.8647 -0.4977 1.1542  0.345
6 H 1.5209 0.5789 -0.3272  0.359
7 H -0.9863 0.9515 -0.3609  0.280
8 H -1.7145 -1.7140 -1.3561  0.145

=====

Entry Q
Formula: CH5NS
Source: the OMol25 dataset
Level of theory: ωB97M-V with the def2-TZVPD basis set

Values from the calculation:
HOMO-LUMO gap ... 10.319 eV
Structure (SMILES) ... C=N.S
HOMO ... -9.4 eV
E_LUMO ... 0.03475 Eh

Last column: Mulliken charge in e.
CARTESIAN COORDINATES (ANGSTROEM)
1 S 1.2418 1.6075 -0.3285  -0.287
2 H 0.6309 1.1220 -1.4733  0.145
3 C -1.1429 -2.2377 0.5814  -0.256
4 N -1.5851 -1.0616 0.2871  -0.419
5 H -0.0666 -2.1239 0.7615  0.215
6 H -1.7496 -3.1222 0.4530  0.263
7 H 1.7495 0.3493 -0.2183  0.124
8 H -2.3227 -1.1625 -0.4236  0.215

=====

Entry R
Formula: CH5NS
Source: the OMol25 dataset
Level of theory: ωB97M-V with the def2-TZVPD basis set

Values from the calculation:
HOMO-LUMO gap ... 9.217 eV
Structure (SMILES) ... CNS
HOMO ... -9.3 eV
E_LUMO ... -0.00217 Eh

Last column: Mulliken charge in e.
CARTESIAN COORDINATES (ANGSTROEM)
1 C -0.2052 0.1213 -0.8898  -0.556
2 N 0.0043 0.5510 0.4414  -0.489
3 S 0.6937 -1.0001 1.7213  -0.127
4 H 0.6568 -0.0044 -1.6235  0.224
5 H -0.7756 -0.6943 -0.8353  0.285
6 H -0.7218 1.0593 -1.2530  0.278
7 H 0.8137 1.1797 0.4563  0.272
8 H -0.4658 -1.2125 1.9825  0.114

=====

Energies, relative to the best one, in hartree: entry P 0.0845; entry Q 0.0000; entry R 0.0242.

=====

Entry P
Formula: C4H7FS
Source: the OMol25 dataset
Level of theory: ωB97M-V with the def2-TZVPD basis set

Values from the calculation:
HOMO-LUMO gap ... 9.869 eV
Structure (SMILES) ... C[C@@]1(F)C[C@@H]1S
HOMO ... -9.0 eV
E_LUMO ... 0.03129 Eh

Last column: Mulliken charge in e.
CARTESIAN COORDINATES (ANGSTROEM)
1 C -2.1510 -0.2804 -0.6464  -1.298
2 C -0.8965 0.1121 0.0536  0.923
3 C -0.3548 -0.8674 1.0404  -0.709
4 C 0.3208 -0.6432 -0.2598  -0.297
5 H -3.0646 -0.2040 -0.0036  0.293
6 H -2.1509 -1.2606 -1.1248  0.344
7 H -2.2736 0.3817 -1.5419  0.346
8 H 0.2223 -0.4696 1.9392  0.254
9 H -0.8630 -1.7487 1.3324  0.264
10 H 0.2541 -1.3930 -1.0521  0.314
11 H 2.6581 -0.9404 -0.3449  0.124
12 F -0.8002 1.4229 0.3552  -0.330
13 S 1.9318 0.1813 -0.2205  -0.229

=====

Entry Q
Formula: C4H7FS
Source: the OMol25 dataset
Level of theory: ωB97M-V with the def2-TZVPD basis set

Values from the calculation:
HOMO-LUMO gap ... 9.995 eV
Structure (SMILES) ... C[C@]1(CF)CS1
HOMO ... -9.0 eV
E_LUMO ... 0.03484 Eh

Last column: Mulliken charge in e.
CARTESIAN COORDINATES (ANGSTROEM)
1 C -0.2420 -0.2621 1.4040  -1.428
2 C -0.1462 0.3414 -0.0029  1.088
3 C -0.7190 -0.6327 -1.0380  -0.483
4 C 1.0356 1.0506 -0.3924  -1.080
5 H -1.2057 -0.5873 1.7756  0.357
6 H 0.2130 -1.1958 1.3184  0.449
7 H 0.4296 0.2095 2.0907  0.366
8 H -0.6097 -0.2630 -2.0480  0.326
9 H -1.7651 -0.9718 -0.7728  0.267
10 H 1.4689 0.7231 -1.3194  0.271
11 H 1.8012 1.2378 0.2975  0.330
12 F 0.1818 -1.7215 -0.9960  -0.291
13 S -0.4423 2.0718 -0.3169  -0.172

=====

Entry R
Formula: C4H7FS
Source: the OMol25 dataset
Level of theory: ωB97M-V with the def2-TZVPD basis set

Values from the calculation:
HOMO-LUMO gap ... 9.641 eV
Structure (SMILES) ... C[C@@]1(F)C[C@@H]1S
HOMO ... -8.8 eV
E_LUMO ... 0.03010 Eh

Last column: Mulliken charge in e.
CARTESIAN COORDINATES (ANGSTROEM)
1 C 1.7643 -0.2971 -0.4487  -1.316
2 C 0.3261 -0.3884 0.1554  0.922
3 C -0.2800 0.6819 0.9834  -0.718
4 C -0.9869 0.2763 -0.3253  -0.332
5 H 1.9899 0.5971 -1.0903  0.307
6 H 2.0119 -1.1561 -1.0849  0.376
7 H 2.5033 -0.5409 0.2962  0.340
8 H -0.6966 0.3679 1.9682  0.282
9 H 0.2299 1.6821 0.8376  0.229
10 H -1.0594 0.9041 -1.2101  0.355
11 H -3.4845 0.2289 -0.5544  0.134
12 F 0.2310 -1.6920 0.5124  -0.313
13 S -2.5491 -0.6638 -0.0395  -0.265

=====

Energies, relative to the best one, in hartree: entry P 0.0073; entry Q 0.0000; entry R 0.0263.